Here is a structure of composition C15H24BiINO6 at a distorted geometry from the Open Molecules 2025 dataset. Energies are from ωB97M-V/def2-TZVPD.

```
! RIJCOSX wB97M-V def2-TZVPD def2/J DEFGRID3
* xyz 1 1
Bi 0.01 0.02 0.00
I -3.53 1.16 0.17
O -0.01 2.02 0.07
O -0.44 -0.26 1.98
O 0.24 -2.20 0.17
O 2.20 -0.16 -0.38
O -0.14 -0.15 -2.07
O -1.57 1.12 0.00
N -1.83 -1.32 -0.01
C -2.65 -3.62 -0.08
C 0.18 0.98 2.41
C -4.21 -1.79 0.05
C 1.07 -0.78 -2.55
C -0.17 1.29 -2.27
C 0.81 1.89 1.25
C 1.66 -2.54 0.19
C -3.96 -3.16 -0.02
C 0.58 2.20 -1.22
C -1.63 -2.68 -0.08
C -0.09 -1.51 2.56
C 2.57 -1.31 0.42
C -3.13 -0.91 0.06
C -0.45 -2.54 1.46
C 2.38 -0.38 -1.80
H -1.57 -2.48 1.25
H 2.75 0.56 -2.23
H 0.97 -1.55 2.83
H 0.41 3.25 -1.50
H -0.69 -1.69 3.46
H 1.82 1.54 1.02
H 0.19 1.52 -3.28
H 1.18 -0.60 -3.62
H 1.66 2.06 -1.20
H -0.63 1.56 2.87
H 1.87 -3.31 0.93
H 0.91 -1.86 -2.45
H -2.43 -4.68 -0.14
H 3.17 -1.11 -2.00
H -4.79 -3.86 -0.02
H -0.23 -3.57 1.77
H 1.89 -2.98 -0.78
H 0.93 0.79 3.17
H 0.95 2.90 1.65
H 3.61 -1.57 0.23
H -0.55 -3.00 -0.13
H -1.23 1.56 -2.24
H 2.52 -0.98 1.46
H -5.23 -1.43 0.10
*
```

Calculated values
Maximum force, eV/Å: 11.34
Orbital gap, eV: 4.06
LUMO, eV: -2.610